# 1
# C24H27N9O4ReS

A structure of composition C24H27N9O4ReS (the ωB97M-V functional and the def2-TZVPD basis, the OMol25 dataset).

The geometry in XYZ format:
```
66
Properties=species:S:1:pos:R:3:forces:R:3
Re -0.588851 0.927339 -0.003807 -0.26 0.00 -0.61
N 2.046411 4.305856 0.076169 0.03 -0.01 0.00
C 1.482446 3.105739 -0.223267 -0.20 -0.12 0.00
S -0.123826 3.137909 -0.968194 0.26 0.05 -0.07
N 2.159432 2.019655 0.003094 -0.02 0.14 -0.10
N 1.445960 0.902443 -0.462073 -0.14 0.17 0.28
C 2.085294 0.082204 -1.216298 0.08 -0.02 0.08
C 1.479043 -0.933961 -2.025309 -0.03 0.00 0.02
C 2.309606 -1.822953 -2.725018 0.01 -0.01 -0.01
C 1.796127 -2.691400 -3.656701 -0.11 0.03 0.00
C 0.422269 -2.656644 -3.929026 0.13 0.01 0.03
C -0.409100 -1.788971 -3.263332 -0.07 0.03 0.02
C 0.097174 -0.931710 -2.280456 -0.09 0.01 0.03
O -0.754939 -0.116716 -1.662014 0.29 0.02 0.28
H 1.406755 5.055268 0.275499 0.00 0.00 0.00
H 2.873248 4.264465 0.651464 -0.01 0.00 0.00
H 3.155396 0.255098 -1.310171 -0.02 0.01 0.00
H 3.373956 -1.802901 -2.520980 0.01 0.00 0.00
H 2.443554 -3.377365 -4.184811 0.01 -0.01 -0.01
H 0.004174 -3.326840 -4.668865 0.00 -0.01 0.00
H -1.472935 -1.765347 -3.456065 0.00 0.00 0.00
C 0.617902 -6.599360 -0.819278 -0.02 -0.01 0.00
N 1.215386 -5.526167 -0.043034 -0.02 0.03 0.01
C 2.130776 -5.765236 0.918841 0.00 -0.01 0.01
C 2.672402 -4.760917 1.637682 0.01 0.03 0.01
C 2.229170 -3.439078 1.309299 -0.01 -0.05 -0.08
N 1.350774 -3.188316 0.371009 -0.02 0.00 0.04
C 0.773066 -4.207299 -0.323168 0.04 -0.07 0.04
O -0.092029 -4.066586 -1.167636 0.00 -0.01 -0.01
N 2.764892 -2.374679 1.959081 0.03 0.03 -0.02
H 0.973002 -7.553245 -0.434492 0.01 0.00 0.00
H 0.888378 -6.500908 -1.869814 -0.01 0.00 0.00
H -0.466255 -6.548606 -0.746038 0.00 -0.01 0.00
H 2.395415 -6.802618 1.078332 0.00 0.01 0.00
H 3.398810 -4.948885 2.412727 0.01 -0.01 0.00
H 3.228640 -2.539694 2.834762 -0.01 0.00 0.02
H 2.222669 -1.525245 1.897352 -0.01 -0.01 0.02
C -2.303623 4.200451 4.527457 0.00 0.02 0.00
N -2.475951 3.371654 3.340857 0.03 -0.05 -0.04
C -3.699244 2.921946 2.972836 -0.01 0.02 -0.03
C -3.893016 2.131697 1.893752 -0.08 0.02 0.02
C -2.720156 1.769376 1.187503 0.14 0.02 0.01
O -2.663962 1.012206 0.151343 -0.11 0.11 0.09
N -1.508323 2.197938 1.565424 0.09 -0.51 0.20
C -1.308829 3.024126 2.631157 0.03 0.19 -0.04
O -0.233248 3.474024 2.972120 -0.02 -0.03 -0.01
H -3.250317 4.681609 4.760874 0.00 -0.01 0.01
H -1.544783 4.950421 4.326597 -0.02 0.01 0.01
H -1.978342 3.595156 5.373480 0.02 0.01 0.00
H -4.520702 3.245464 3.598015 0.01 0.00 0.01
H -4.866913 1.781433 1.596768 0.01 -0.02 -0.02
C -2.307554 -2.099211 0.349915 -0.03 -0.04 0.03
C -1.467678 -1.639598 1.496343 0.10 0.04 -0.04
C -1.397100 -2.157653 2.759994 0.03 -0.03 0.01
C -0.409869 -1.417774 3.474075 0.04 -0.05 -0.09
C 0.087110 -0.472027 2.619908 -0.08 -0.06 -0.08
C 1.181921 0.516082 2.875440 -0.01 0.01 0.07
N -0.562978 -0.589018 1.392168 0.00 0.11 -0.03
H -2.489927 -3.170475 0.436218 -0.03 0.02 0.04
H -1.799529 -1.943701 -0.597630 -0.02 -0.03 0.00
H -3.270632 -1.586366 0.313694 0.00 0.04 -0.03
H -1.967822 -3.000157 3.119158 0.00 -0.01 0.00
H -0.073174 -1.582125 4.486660 0.00 0.00 0.01
H 1.778690 0.180981 3.726664 -0.03 0.00 0.02
H 0.820722 1.517442 3.107391 0.01 0.02 -0.02
H 1.855645 0.626718 2.025354 0.06 -0.02 -0.03
```
Positions in Å, forces in eV/Å.

## Properties
Kohn-Sham gap (alpha / beta) = 7.3 / 6.1 eV
2S+1 = 4
Electronic energy = -59895.148 eV


# 2
# C38H41N2O4P2Pt

A structure of composition C38H41N2O4P2Pt (the ωB97M-V functional and the def2-TZVPD basis, the OMol25 dataset).

The geometry in XYZ format:
```
88
Properties=species:S:1:pos:R:3:forces:R:3
Pt 11.166533 12.550391 9.959972 1.17 -0.26 0.09
C 10.421253 11.527825 16.473777 -0.01 -0.09 1.00
O 11.662446 12.242873 16.394137 -0.32 -0.18 0.08
C 12.250717 12.409520 15.198593 -1.26 -0.06 -0.07
C 13.522965 13.005511 15.227456 -0.22 -0.87 -0.33
C 14.236381 12.990958 14.054242 -0.83 0.34 -0.40
C 13.679542 12.606984 12.807780 -0.04 -0.76 -0.12
C 14.542698 12.564729 11.587447 -1.15 0.06 0.18
C 16.033323 12.557087 11.675508 1.23 0.28 1.61
O 14.019782 12.558631 10.480622 -0.07 -0.04 -0.11
C 12.326972 12.105796 12.791858 -0.06 0.98 1.47
O 11.575845 11.709920 11.787119 0.16 0.62 -1.19
C 11.600358 12.044647 14.021322 1.29 -0.08 -0.68
H 10.370150 11.315185 17.555405 -0.41 0.24 -0.47
H 10.441920 10.521418 15.999276 0.10 0.86 -0.21
H 9.556227 12.163460 16.159275 0.72 -0.63 0.07
H 13.918296 13.308575 16.191869 0.07 0.01 -0.26
H 15.225611 13.387824 14.079420 0.64 0.09 -0.13
H 16.457529 11.926345 12.533125 -0.75 0.46 -1.41
H 16.375580 13.586514 11.995781 -0.29 -0.83 -0.74
H 16.416871 12.275015 10.680928 0.07 0.23 0.65
H 10.569371 11.687367 13.902675 0.59 0.18 0.55
C 9.246087 11.467258 7.061120 -1.07 0.00 -1.88
C 9.793725 12.861039 6.746336 1.23 -0.24 1.47
P 11.134068 13.449841 7.908146 -0.81 -0.32 0.66
C 10.303170 14.333667 10.634509 -1.23 -0.35 0.36
C 8.881874 14.447615 10.657975 1.35 0.18 -0.71
C 8.291517 15.610781 11.063897 -0.08 1.56 2.07
C 9.096404 16.633084 11.624710 0.55 -0.88 -0.87
C 10.465513 16.493279 11.696119 0.65 -0.76 -0.43
C 11.090130 15.324165 11.197248 -0.09 -0.10 0.29
C 11.258132 15.232844 7.819561 -1.28 0.94 -0.13
C 10.072137 16.040808 8.023485 2.47 -0.03 -0.55
C 10.246317 17.413997 8.143437 -0.74 -0.05 0.32
C 11.467987 18.016467 7.990797 0.86 0.13 -0.45
C 12.522768 17.252716 7.581609 0.92 0.02 0.03
C 12.469218 15.875687 7.592097 -0.20 0.04 -0.46
C 10.326311 10.426452 7.182251 -0.38 -1.22 1.72
P 11.127453 10.394791 8.925744 -0.06 -1.02 -1.60
C 10.263884 9.053398 9.866824 0.76 0.43 0.28
C 9.993853 9.332147 11.218682 -1.00 1.91 -1.14
C 8.985045 8.621237 11.846895 -0.09 -0.88 0.74
C 8.544066 7.419270 11.280270 -1.12 -0.15 0.09
C 8.910055 7.101430 9.987219 0.49 -1.40 0.18
C 9.820662 7.866519 9.284688 -0.72 0.85 0.82
C 12.783357 9.753235 8.563675 1.05 -0.77 0.60
C 13.567307 10.085150 7.454086 1.00 -0.09 0.92
C 14.945059 9.760325 7.481420 0.01 -0.03 -1.20
C 15.520114 8.967106 8.497388 -0.65 0.86 -1.33
C 14.709453 8.549966 9.522462 0.68 -1.65 1.45
C 13.388604 8.938970 9.550673 -1.67 0.37 1.15
H 8.799321 11.237540 6.051197 -0.31 -0.10 1.14
H 8.432338 11.399571 7.826133 0.89 0.28 -0.44
H 9.029276 13.597544 6.832422 -0.67 0.72 -0.30
H 10.249377 12.849026 5.762012 -0.15 0.22 -0.29
H 8.228482 13.690237 10.299311 -0.09 -0.82 -0.28
H 7.206359 15.737612 11.221761 0.66 -0.35 -0.63
H 8.682020 17.535139 11.980413 -0.69 0.80 0.36
H 11.130823 17.254087 12.096016 -0.34 0.02 0.14
H 12.160857 15.172479 11.372575 -0.26 0.18 -0.41
H 9.118637 15.583357 8.025348 -0.83 -0.27 0.35
H 9.468496 18.122003 8.340090 -0.93 -0.28 0.16
H 11.660448 19.074354 8.099236 -0.55 0.14 -0.02
H 13.429328 17.719327 7.229700 0.24 0.12 0.29
H 13.393214 15.409946 7.302940 0.01 -0.80 0.13
H 11.051976 10.600379 6.400519 0.46 -0.06 0.03
H 9.882523 9.406178 7.014189 0.56 0.89 0.25
H 10.377349 10.319117 11.576349 -0.60 -1.35 0.16
H 8.504919 8.997057 12.753660 0.57 -0.28 0.01
H 7.832165 6.685054 11.737818 0.61 1.25 0.00
H 8.525830 6.149612 9.594179 0.32 0.54 -0.11
H 10.109292 7.553970 8.327389 0.35 -0.16 -1.35
H 13.128096 10.598365 6.615637 0.22 0.29 -0.16
H 15.565353 10.077837 6.600143 -0.63 -0.42 1.03
H 16.538798 8.627556 8.415296 0.20 0.17 0.05
H 15.142069 7.828462 10.309210 -0.92 1.35 -1.21
H 12.739476 8.634838 10.409702 0.78 0.20 -0.76
C 5.417928 15.768541 8.290636 1.30 2.52 -0.18
N 5.860975 14.498999 8.757022 0.17 -0.82 -2.35
C 5.627776 14.080877 10.017431 -0.12 -0.31 1.60
N 5.946312 12.729098 10.199169 -0.34 -0.74 -0.08
O 5.306715 14.822592 10.956986 0.20 -1.24 -1.58
H 5.760464 16.546995 9.033920 -0.86 -0.73 -0.69
H 4.349638 15.809932 8.093348 -0.12 0.17 0.22
H 5.958709 16.067008 7.339722 -0.58 -0.64 0.95
H 5.896722 13.832340 7.961766 0.03 0.24 1.47
H 5.979103 12.059935 9.416461 -0.13 0.98 0.47
H 5.536649 12.294524 11.016087 0.12 0.37 0.03
```
Positions in Å, forces in eV/Å.

## Properties
Relative energy (zero: lowest compared OMol25 entry of this formula, charge and spin) = 57.2 kcal/mol
Kohn-Sham gap (alpha / beta) = 8.0 / 4.7 eV
Total charge = +1
2S+1 = 3
Electronic energy = -73057.273 eV


# 3
# C32H57N2O2P2Ru

A structure of composition C32H57N2O2P2Ru (the ωB97M-V functional and the def2-TZVPD basis, the OMol25 dataset).

The geometry in XYZ format:
```
96
Properties=species:S:1:pos:R:3:forces:R:3
C -0.646239 -2.397436 -1.457632 -0.39 0.22 -0.09
C 1.560017 -2.417395 -0.609157 -0.26 -0.39 -0.34
C -0.447701 -3.613046 -2.113990 -0.04 0.13 0.17
C 1.731376 -3.729985 -1.123777 0.63 0.72 0.41
C 0.747302 -4.301603 -1.902635 -0.35 -0.21 -0.26
H -1.253249 -3.991167 -2.738030 0.25 -0.14 0.12
H 2.685959 -4.209096 -0.920105 -0.24 -0.11 -0.20
H 0.894279 -5.280962 -2.357216 0.02 0.22 0.14
N 0.328682 -1.820652 -0.747333 -0.24 0.58 0.53
P -2.241900 -0.691793 0.058911 -2.31 -1.53 -0.04
P 2.379377 0.084662 0.281995 2.68 -0.28 0.87
C -1.961827 -1.645801 -1.522228 0.49 -0.08 -0.28
H -1.928933 -0.933503 -2.364645 0.08 -0.24 0.34
H -2.788392 -2.332620 -1.744497 0.22 0.26 0.15
C -0.028428 1.603433 1.272031 -0.87 6.88 5.52
O -0.048374 2.583902 1.913306 0.26 -3.77 -2.82
C 2.586858 -1.650708 -0.035972 0.14 -1.03 -0.05
H 3.547880 -2.143719 0.112730 -0.18 0.23 -0.03
C 3.293422 0.911360 -1.193175 -0.29 0.26 -0.36
C 3.451456 0.373267 1.845149 -0.14 0.31 0.29
C -3.616658 0.554018 -0.348455 0.08 0.37 0.06
C -2.914326 -2.044912 1.212111 -0.02 -0.12 0.26
C 2.849888 2.376393 -1.253508 -0.02 0.15 0.07
H 3.042112 2.917222 -0.317744 0.00 -0.09 -0.31
H 3.399491 2.885900 -2.059988 -0.16 -0.12 0.23
H 1.778667 2.443318 -1.471446 0.30 0.15 0.08
C 4.822853 0.824442 -1.102348 0.17 -0.07 0.19
H 5.244371 1.388348 -0.263379 -0.10 -0.21 -0.29
H 5.168131 -0.216734 -1.068959 -0.02 0.27 0.01
H 5.235477 1.269320 -2.021375 -0.22 -0.12 0.21
C 2.881366 0.178859 -2.473936 -0.10 -0.09 -0.05
H 3.401523 0.632959 -3.331149 -0.15 -0.14 0.27
H 3.153673 -0.882293 -2.434706 0.00 0.22 -0.12
H 1.805232 0.256594 -2.649970 0.24 -0.19 -0.11
C 3.713582 1.879409 2.031033 0.03 0.01 -0.04
H 2.775333 2.453324 2.035209 0.24 -0.05 0.03
H 4.196656 2.024491 3.009743 -0.16 -0.04 -0.29
H 4.384654 2.295287 1.271252 -0.20 -0.06 0.26
C 2.658493 -0.121858 3.051807 -0.29 0.01 0.20
H 1.760135 0.481984 3.199768 0.22 -0.07 -0.03
H 2.363723 -1.171049 2.942324 -0.01 0.09 0.04
H 3.270459 -0.040079 3.965468 -0.10 0.01 -0.39
C 4.763434 -0.420795 1.842270 0.26 -0.03 -0.32
H 5.438556 -0.164347 1.022769 -0.15 -0.14 0.31
H 5.292242 -0.189656 2.780292 -0.22 -0.09 -0.26
H 4.574441 -1.498738 1.823335 0.13 0.15 0.12
C -3.396026 -1.387065 2.511076 0.02 0.16 0.24
H -3.801587 -2.170015 3.169503 0.12 0.21 -0.17
H -2.562826 -0.898529 3.025573 -0.27 -0.13 -0.07
H -4.183967 -0.645344 2.354675 0.23 -0.28 0.15
C -1.778201 -3.019435 1.554962 0.34 0.07 0.03
H -1.414154 -3.550232 0.667441 -0.08 -0.03 0.20
H -0.944078 -2.494693 2.039195 -0.17 -0.28 -0.17
H -2.164075 -3.773136 2.259678 0.10 0.25 -0.25
C -4.058211 -2.867105 0.586351 -0.22 0.10 -0.02
H -4.189939 -3.772728 1.197787 0.08 0.27 -0.16
H -5.014200 -2.335378 0.597517 0.30 -0.22 -0.03
H -3.843549 -3.199921 -0.434967 -0.13 -0.04 0.27
C -3.602085 0.849738 -1.851198 0.08 0.04 -0.12
H -3.954853 -0.002993 -2.447673 0.09 0.24 0.14
H -4.281621 1.692498 -2.052119 0.21 -0.23 0.09
H -2.599436 1.136797 -2.185356 -0.40 -0.06 0.00
C -3.260333 1.836091 0.421365 -0.09 0.07 0.05
H -2.291491 2.237138 0.093941 -0.24 0.03 0.05
H -4.029470 2.595367 0.220230 0.23 -0.16 0.13
H -3.218637 1.662056 1.506049 -0.03 0.09 -0.21
C -5.049833 0.123928 0.005697 -0.18 -0.05 0.03
H -5.363136 -0.765078 -0.555006 0.06 0.29 0.17
H -5.209521 -0.030335 1.077390 -0.05 0.02 -0.45
H -5.722182 0.943208 -0.294251 0.26 -0.19 0.04
Ru 0.003626 0.067052 0.288823 1.33 -4.81 0.28
N -0.218737 0.931213 -1.374922 -0.41 2.27 -4.92
C -0.194881 1.486853 -2.400523 -0.58 1.04 0.29
C -0.275132 2.421177 -3.574777 0.21 -0.05 -0.52
C 0.836968 2.088534 -4.567103 0.71 -0.44 -0.14
C -1.622417 2.259265 -4.279148 -0.77 -0.35 0.04
C -0.128681 3.861452 -3.078173 0.09 0.34 0.89
H 1.828302 2.212888 -4.112246 -0.25 -0.02 -0.18
H 0.736844 1.056134 -4.924908 0.11 0.21 -0.02
H 0.782629 2.756655 -5.436514 -0.16 -0.12 0.33
H -2.445506 2.596103 -3.639026 0.16 -0.10 -0.23
H -1.650786 2.871913 -5.190012 0.28 -0.12 0.29
H -1.788198 1.214880 -4.574630 -0.07 0.24 0.01
H -0.176402 4.559940 -3.923122 -0.03 -0.37 0.07
H -0.940226 4.113830 -2.382535 0.19 0.04 -0.16
H 0.831672 4.016519 -2.570304 -0.24 0.05 -0.16
C -0.511298 0.944070 4.798214 -0.19 -0.07 0.04
C -0.297899 -0.424503 4.213087 -0.01 0.13 -1.00
C -0.070125 -1.540809 5.175318 0.11 -0.37 -0.49
O -0.309824 -0.620341 2.976937 0.10 0.36 1.41
H -0.567338 0.894332 5.891196 0.01 0.10 -0.30
H -1.441957 1.364491 4.398415 0.14 -0.02 0.08
H 0.305248 1.617168 4.510949 -0.09 -0.12 0.05
H 0.167250 -2.460769 4.631997 -0.08 0.12 0.22
H 0.753341 -1.279984 5.853226 -0.23 0.00 -0.04
H -0.978181 -1.681475 5.777813 0.20 0.07 -0.02
```
Positions in Å, forces in eV/Å.

## Properties
Kohn-Sham gap (alpha / beta) = 7.9 / 5.3 eV
Total charge = +3
2S+1 = 5
Electronic energy = -62316.722 eV


- Look up the electronic energy of the second one.
  -73057.273 eV


- Which value of 2S+1 does entry 1 give?
  4